No. 1
16
Properties=species:S:1:pos:R:3:forces:R:3 method="wB97M-V/def2-TZVPD" relative_energy_kcal_mol=69.01 lumo_energy_ev=0.25 smiles="C=C1NC=CS1.C=P" max_force_ev_per_a=4.23 multiplicity=1
C -2.021016 -0.833708 0.863164 1.7 -0.4 -2.2
C -2.155368 -1.119627 -0.492497 -0.8 -0.7 3.7
C -0.712276 0.857527 -0.059047 -1.2 -0.1 -1.5
C 0.026157 1.947589 -0.137871 -0.8 -0.5 -2.7
C 2.389324 -0.050952 -0.036191 -0.6 -4.2 -0.3
N -1.146615 0.283788 1.106025 -1.8 -1.9 -2.3
P 1.977547 -1.670159 -0.378804 -0.7 1.0 2.0
S -1.444089 -0.012570 -1.505614 1.7 2.1 0.1
H -2.191732 -1.563371 1.628674 -0.3 0.1 0.4
H -2.534760 -2.031885 -0.925002 -0.4 0.0 0.3
H 0.094796 2.460827 -1.076294 0.5 0.1 -0.2
H 0.440380 2.313943 0.706031 1.2 1.5 2.5
H 2.558806 0.289334 0.930734 -0.3 0.9 1.5
H 2.963909 0.238062 -0.825575 1.3 2.1 -1.8
H 2.371015 -1.640935 -1.683546 0.3 0.1 -1.3
H -0.616076 0.532142 1.885807 0.3 -0.2 1.7

***

No. 2
14
Properties=species:S:1:pos:R:3:forces:R:3 method="wB97M-V/def2-TZVPD" relative_energy_kcal_mol=167.58 lumo_energy_ev=0.01 max_force_ev_per_a=0.24 multiplicity=1
C -0.829015 -0.797832 -0.178553 -0.1 0.2 0.0
C -1.454446 0.500104 0.273632 -0.1 0.0 0.0
C -0.150528 1.358493 0.249938 0.2 0.0 0.0
C 1.053852 0.800466 0.029021 -0.2 0.1 0.0
C 1.198256 -0.715315 0.110752 0.1 0.1 0.1
O 0.111365 -1.141827 0.788535 0.0 -0.1 0.0
H -0.091385 -2.062001 -1.079724 0.1 0.1 0.0
H -0.409620 -0.465152 -1.116982 0.0 -0.2 0.1
H -2.175856 0.881043 -0.455437 0.1 -0.1 0.1
H -1.902989 0.515435 1.273261 0.1 0.0 -0.1
H -0.237725 2.415526 0.488452 0.0 -0.2 0.0
H 1.955766 1.405055 -0.015121 -0.1 -0.1 0.0
H 2.146798 -1.107054 0.480919 -0.1 0.0 -0.1
H 0.877079 -1.647688 -0.986202 -0.1 0.0 0.0

***

No. 3
14
Properties=species:S:1:pos:R:3:forces:R:3 method="wB97M-V/def2-TZVPD" relative_energy_kcal_mol=30.76 lumo_energy_ev=0.84 smiles="C=C(C)CC=O" max_force_ev_per_a=0.67 multiplicity=1
C 1.511006 -0.406202 -0.693444 0.1 0.0 0.0
C 0.480116 0.080665 0.293677 0.0 0.3 0.0
C -0.754786 -0.766310 0.516547 0.0 0.0 0.0
C -1.808534 -0.114657 -0.384468 -0.2 0.3 0.0
O -2.131741 1.042008 -0.282732 -0.2 -0.6 -0.1
C 0.465725 1.310141 0.803693 0.1 -0.1 0.0
H 1.080796 -1.081382 -1.443350 0.0 0.1 0.1
H 2.310981 -0.961757 -0.188268 -0.2 0.0 0.0
H 1.973987 0.435163 -1.218029 0.0 -0.1 0.1
H -0.631127 -1.825472 0.264461 0.1 0.2 0.0
H -1.102907 -0.703384 1.555234 0.0 0.1 -0.2
H -2.229692 -0.736392 -1.196425 -0.1 -0.1 0.1
H -0.305131 1.601873 1.510857 0.1 0.0 -0.2
H 1.140160 2.088640 0.464962 0.2 -0.2 0.2